1.
Density functional theory data (ωB97M-V/def2-TZVPD) for a structure of composition C7H13INO2Zn at a distorted geometry.

As for the LUMO energy: -8.753 eV. Its molar mass is 335.480 g mol⁻¹. Its total charge is +1. For the max |F|, the calculation gives 8.153 eV/A.

CARTESIAN COORDINATES (ANGSTROEM)
C  2.4252  0.9863  -0.1653
C  1.5841  -0.4039  0.1001
C  2.6678  -1.6755  0.1797
C  0.5218  -0.7987  -1.0849
C  -0.5563  0.3738  -1.4726
N  -1.2598  1.0155  -0.2976
C  -1.8249  0.0063  0.6771
I  -3.0000  -1.6053  -0.2434
C  -2.8809  0.8632  1.6509
O  -2.5367  2.0996  2.0960
O  -4.1884  0.2742  2.0341
H  1.6450  1.8249  -0.4249
H  2.9829  1.2316  0.8537
H  3.2258  0.8144  -1.0045
H  1.1232  -0.3276  1.1763
H  2.9546  -1.9895  -0.9194
H  2.0229  -2.5843  0.6073
H  3.5813  -1.4242  0.8668
H  1.1765  -0.9895  -2.0649
H  -0.0058  -1.8482  -0.8746
H  0.0459  1.2323  -2.0393
H  -1.2891  -0.0818  -2.2871
H  -2.0860  1.5664  -0.6806
H  -1.0406  -0.4718  1.4055
Zn  -5.2884  1.9116  1.9116

Cartesian forces (eV/Å) of the 6 atoms listed first:
C -0.6138 -0.7493 0.5935
C 1.4199 -0.6830 -0.0542
C -1.7435 -0.1251 -0.1386
C 0.4639 0.0435 -0.2441
C 1.2452 -0.4439 -1.5733
N -1.4813 -1.4805 0.0633

2.
Density functional theory data (ωB97M-V/def2-TZVPD) for a structure of composition C20H15N5OS3Zr at a distorted geometry.

As for the LUMO energy: -1.035 eV. Its molar mass is 528.799 g mol⁻¹. Its total charge is 0. The energy above the lowest of the compared OMol25 structures with the same formula, charge and spin is 13.0 kcal per mole. For the max |F|, the calculation gives 1.060 eV/A.

CARTESIAN COORDINATES (ANGSTROEM)
Zr  -0.4243  0.1561  0.1831
N  2.8655  -2.6080  -0.2345
C  1.6271  -2.1569  0.1052
S  1.5131  -1.1015  1.5041
N  0.6476  -2.5726  -0.6548
N  -0.5529  -1.9606  -0.3266
C  -1.6602  -2.5637  -0.5347
C  -2.9294  -1.9589  -0.1568
C  -4.1028  -2.4991  -0.6941
C  -5.3396  -1.9778  -0.3801
C  -5.4162  -0.9021  0.5028
C  -4.2771  -0.3649  1.0702
C  -3.0250  -0.8828  0.7533
O  -1.9264  -0.3636  1.3405
H  3.5862  -2.5654  0.4640
H  2.8990  -3.3621  -0.9015
H  -1.6454  -3.5491  -0.9966
H  -4.0197  -3.3335  -1.3806
H  -6.2367  -2.3970  -0.8135
H  -6.3808  -0.4775  0.7497
H  -4.3232  0.4708  1.7545
S  -1.5951  2.4189  0.1812
C  -1.3115  2.9961  -1.4666
C  -1.4844  4.3517  -1.7529
C  -1.3188  4.8400  -3.0367
C  -0.9701  3.9745  -4.0678
C  -0.7954  2.6283  -3.7993
C  -0.9670  2.1261  -2.5092
S  -0.7555  0.3734  -2.2757
H  -1.7599  5.0203  -0.9471
H  -1.4646  5.8942  -3.2336
H  -0.8377  4.3450  -5.0758
H  -0.5284  1.9431  -4.5942
N  5.7010  4.7914  -0.1926
C  4.7879  4.0969  -0.1562
C  3.6401  3.2235  -0.1081
C  2.7987  3.2319  0.9996
C  1.7133  2.3847  0.9943
N  1.4377  1.5607  -0.0247
C  2.2500  1.5581  -1.0826
C  3.3669  2.3728  -1.1652
H  2.9811  3.8849  1.8398
H  1.0302  2.3739  1.8340
H  1.9804  0.8918  -1.8916
H  3.9971  2.3427  -2.0415

Cartesian forces (eV/Å) of the 6 atoms listed first:
Zr 0.4586 0.9295 0.2219
N 0.0483 0.0380 0.1611
C -0.0627 -0.2839 -0.2360
S -0.0977 -0.0394 -0.2305
N -0.0954 0.0776 0.0988
N 0.0377 -0.4726 -0.3720

3.
Density functional theory data (ωB97M-V/def2-TZVPD) for an isolated molecule of C15H10BrNO3S at a distorted geometry.

As for the LUMO energy: -1.146 eV. Its molar mass is 364.220 g mol⁻¹. As for the structure (SMILES): O=C1/C(=C/c2ccccc2Br)NS(=O)(=O)c2ccccc21. Its total charge is 0. The energy above the lowest of the compared OMol25 structures with the same formula, charge and spin is 86.0 kcal per mole. For the max |F|, the calculation gives 5.916 eV/A.

CARTESIAN COORDINATES (ANGSTROEM)
O  0.3556  2.8864  -0.0808
O  -0.8202  -2.2127  2.2077
O  1.3244  -1.1778  1.9661
Br  2.9766  -1.8788  -1.0250
C  0.1476  1.7801  0.4725
C  0.6038  0.4962  -1.5968
C  0.1450  0.5351  -0.3505
C  0.4753  -2.7348  -4.2621
C  -1.1512  2.9979  3.8678
C  -0.3913  -1.6740  -4.4211
C  -1.3484  1.7550  4.5393
C  1.3075  -2.8118  -3.1115
C  -0.5666  3.0241  2.6101
C  -0.2314  -0.6412  -3.5213
C  -0.9993  0.5551  3.8243
C  1.4934  -1.6657  -2.2482
C  -0.3775  1.8054  1.8912
C  0.6910  -0.5787  -2.4126
C  -0.5367  0.6059  2.5492
N  -0.3016  -0.6207  0.1963
S  -0.0966  -0.9642  1.8215
H  0.7798  1.4580  -1.9782
H  0.5026  -3.5722  -4.9688
H  -1.2832  3.8499  4.3752
H  -0.9122  -1.7066  -5.3678
H  -1.5599  1.7226  5.5169
H  2.0208  -3.6857  -3.0044
H  -0.2154  3.9414  2.2811
H  -0.8516  0.2319  -3.6680
H  -1.2591  -0.3547  4.1823
H  0.0786  -1.3653  -0.2842

Cartesian forces (eV/Å) of the 6 atoms listed first:
O 0.0440 -2.5909 1.1932
O 0.0821 3.7985 -0.8862
O -0.0225 1.0524 0.5553
Br -0.8696 0.5406 -0.2501
C -0.9396 3.7893 -1.4311
C -0.1142 4.3816 2.8051

4.
Density functional theory data (ωB97M-V/def2-TZVPD) for a cluster of 3 separate species, C10H14NO7 in total.

As for the LUMO energy: 2.195 eV. Its molar mass is 260.222 g mol⁻¹. Its total charge is -1. For the max |F|, the calculation gives 0.555 eV/A.

CARTESIAN COORDINATES (ANGSTROEM)
C  -1.2980  2.1614  -1.0591
C  -1.7509  1.1036  -0.6422
N  -2.3281  0.0420  -0.1577
C  -1.4279  -1.0319  0.0971
O  -0.3716  -1.1782  -0.8692
C  0.9142  -1.2952  -0.3349
H  -0.8142  2.9814  -1.5258
H  -0.9452  -0.9292  1.0925
H  -1.9954  -1.9743  0.0779
H  1.0951  -0.5845  0.4812
H  1.1178  -2.3223  0.0147
H  1.6382  -1.0723  -1.1225
C  6.1657  -2.2748  -2.4832
C  4.7002  -2.6110  -2.2746
O  4.2228  -1.4617  -1.5788
C  5.0361  -0.4145  -1.8569
O  4.8277  0.7136  -1.5690
O  6.1460  -0.8489  -2.5189
H  6.5770  -2.6662  -3.4100
H  6.7878  -2.5972  -1.6456
H  4.1537  -2.7033  -3.2147
H  4.5373  -3.5023  -1.6748
C  -3.7322  1.8949  2.3145
C  -5.1525  1.3827  2.4083
O  -5.8054  2.4092  3.1761
C  -5.0946  3.5536  3.0343
O  -5.4697  4.6198  3.4192
O  -3.9314  3.3216  2.4108
H  -3.2450  1.6133  1.3847
H  -3.1173  1.5779  3.1585
H  -5.6287  1.3153  1.4299
H  -5.2399  0.4277  2.9184

Cartesian forces (eV/Å) of the 6 atoms listed first:
C 0.2057 0.1607 0.0695
C -0.1351 0.3801 0.1112
N 0.0546 -0.4914 -0.2520
C -0.2896 -0.0318 0.2308
O 0.0248 0.0504 -0.1121
C 0.0871 -0.0366 -0.1724

no.,electronic energy (eV)
1,-69559.8477
2,-64271.4813
3,-104224.0733
4,-26417.5723